# 1
The following is a quantum chemistry calculation of C27H24ClNO2PRu as an isolated structure at a distorted geometry, from the OMol25 dataset.

The geometry in XYZ format:
```
57
Properties=species:S:1:pos:R:3:forces:R:3:lowdin_charge:R:1
C -0.75266 -1.89519 3.17301 0.00 -2.52 0.42 -0.218
C -0.64531 -2.39212 1.83605 -0.27 -0.27 0.81 -0.163
C 0.73990 -2.57902 1.51966 0.51 -1.07 0.72 -0.200
H -1.48016 -2.55952 1.16131 0.22 0.16 0.22 0.089
C 1.52343 -2.24175 2.67343 -0.81 -1.85 0.32 -0.235
C 0.59894 -1.78980 3.71874 -0.17 -3.31 0.94 -0.297
H 0.86725 -1.50555 4.72538 -0.01 -0.02 -0.02 0.108
H -1.66977 -1.69012 3.71512 0.22 0.07 -0.18 0.110
H 1.14061 -2.92656 0.57113 -0.12 0.14 0.25 0.091
H 2.60055 -2.29403 2.77453 -0.21 0.08 -0.09 0.104
Ru 0.52933 -0.37516 2.35613 1.66 4.48 -5.05 1.227
Cl 2.35204 0.79575 1.71617 1.97 0.89 -0.50 -0.003
P 0.31744 -0.11830 -1.02907 -0.10 -0.26 3.31 1.063
C 1.55669 -1.23562 -1.68758 -0.24 -0.04 -0.59 -0.392
C 1.22279 -1.98571 -2.82573 0.68 0.26 0.45 -0.099
H 0.21223 -1.92981 -3.22325 0.26 -0.05 -0.08 0.103
C 2.21220 -2.75472 -3.41888 0.09 -0.17 -0.04 -0.081
H 1.96147 -3.30771 -4.32163 0.24 -0.01 0.16 0.105
C 3.49762 -2.79015 -2.87171 -0.01 0.04 -0.01 -0.078
H 4.26889 -3.37925 -3.36389 -0.14 0.09 0.12 0.102
C 3.80985 -2.07428 -1.70809 -0.18 -0.17 -0.28 -0.073
H 4.81093 -2.10767 -1.28530 -0.15 -0.08 -0.11 0.107
C 2.83540 -1.30156 -1.09515 -0.62 0.08 -0.41 -0.103
H 3.03163 -0.73692 -0.18390 0.01 -0.09 -0.27 0.027
C -1.33737 -0.61436 -1.52395 0.16 0.19 -0.19 -0.363
C -1.71823 -1.96723 -1.41150 -0.04 0.74 -0.32 -0.126
H -1.01726 -2.70449 -1.01760 -0.16 0.17 -0.25 0.099
C -2.98674 -2.33161 -1.83714 -0.10 0.23 -0.05 -0.081
H -3.27534 -3.37892 -1.79705 -0.10 0.20 -0.02 0.105
C -3.86026 -1.35724 -2.33729 0.03 0.02 -0.06 -0.082
H -4.83750 -1.65528 -2.71308 0.19 0.06 0.11 0.101
C -3.49420 -0.00680 -2.36905 -0.17 -0.22 0.11 -0.077
H -4.16967 0.75125 -2.75833 -0.04 -0.23 0.13 0.106
C -2.24383 0.38458 -1.91952 0.40 -0.79 -0.07 -0.077
H -1.93161 1.42743 -1.89204 -0.16 -0.23 -0.18 0.105
C 0.66780 1.56327 -1.54114 0.07 -0.27 -0.33 -0.381
C 1.21989 1.70502 -2.82025 -0.41 0.61 0.64 -0.079
H 1.47137 0.81586 -3.39108 -0.04 0.23 -0.07 0.104
C 1.40194 2.98824 -3.30892 0.11 0.24 0.01 -0.078
H 1.79351 3.10539 -4.31672 -0.03 0.22 0.19 0.104
C 1.07739 4.09277 -2.51110 -0.03 -0.12 -0.04 -0.074
H 1.21997 5.09513 -2.91427 -0.03 -0.22 0.14 0.103
C 0.57825 3.93103 -1.21015 0.11 0.09 -0.32 -0.075
H 0.33990 4.79705 -0.59672 0.11 -0.10 -0.17 0.106
C 0.37539 2.65789 -0.70152 0.21 -0.65 -0.75 -0.098
H 0.01208 2.47828 0.30771 0.01 0.05 -0.20 0.082
O 0.91507 1.23646 4.80932 -1.13 0.64 -0.60 0.023
C -0.07429 1.63671 4.20472 -0.56 -0.28 -0.33 -0.494
C -1.11162 2.67660 4.58706 0.57 0.14 0.65 -0.091
C -2.25251 2.49979 3.60998 -0.72 0.04 -0.44 -0.090
C -1.77404 1.50053 2.55858 0.79 0.18 0.61 -0.481
O -2.32608 1.07868 1.55267 0.46 0.52 1.05 0.042
N -0.50530 1.11781 2.99006 -1.90 1.77 0.49 -0.122
H -1.40582 2.49255 5.62011 0.06 0.28 0.05 0.122
H -0.63867 3.65797 4.50159 -0.09 -0.01 0.21 0.127
H -3.12602 2.07033 4.10465 -0.14 0.18 -0.15 0.124
H -2.52752 3.43006 3.11552 -0.25 -0.03 0.04 0.120
```
Positions in Å, forces in eV/Å.

E_tot ... -2144.805469 Eh
Spin multiplicity ... 6
Total charge ... 0
⟨S²⟩ ... 8.771
Kohn-Sham gap (alpha / beta) ... 6.072 / 5.940 eV
ΔE to the lowest compared entry with this formula, charge and spin ... 29.62 kcal per mole

# 2
The following is a quantum chemistry calculation of C27H24F3FeN2O10P2 as an isolated structure, from the OMol25 dataset.

The geometry in XYZ format:
```
69
Properties=species:S:1:pos:R:3:forces:R:3:lowdin_charge:R:1
Fe -0.03454 -0.19196 0.22129 0.34 0.11 0.12 0.461
F 1.84099 -4.06683 -2.97777 -0.02 0.01 0.05 0.020
C 1.35411 -3.68198 -1.76148 0.01 -0.06 -0.02 -0.280
C 0.83702 -2.41300 -1.61436 -0.05 -0.14 0.06 -0.027
C 0.35772 -1.98860 -0.36782 0.32 -0.28 -0.04 -0.099
C 0.40616 -2.92742 0.68914 0.06 0.11 0.02 -0.117
C 0.93725 -4.18991 0.48886 -0.08 -0.03 0.01 -0.223
F 1.02072 -5.07749 1.52386 0.02 0.03 -0.08 0.033
C 1.42814 -4.60726 -0.73226 -0.03 0.12 -0.04 0.031
C -0.07473 -2.40223 1.97616 0.04 -0.05 0.04 -0.178
C -0.60860 -3.17264 3.00709 0.18 0.09 -0.04 -0.006
C -1.14630 -2.53573 4.10741 -0.05 0.10 0.12 -0.070
C -1.14116 -1.15099 4.16510 0.07 -0.06 -0.03 -0.057
C -0.59072 -0.45499 3.10356 0.11 0.08 0.19 -0.100
N -0.05788 -1.05391 2.04505 -0.65 -0.34 -0.19 0.061
H 0.82014 -1.75277 -2.47096 0.01 0.09 -0.08 0.104
H 1.84907 -5.58975 -0.86917 0.03 -0.07 -0.02 0.115
H -0.62023 -4.24677 2.92030 -0.02 -0.04 -0.01 0.104
H -1.59042 -3.11617 4.90628 -0.01 -0.01 0.02 0.100
H -1.58769 -0.61185 4.98610 -0.01 0.02 0.05 0.100
H -0.59252 0.62427 3.07675 -0.04 0.09 -0.06 0.109
C -2.79386 1.71856 -1.85990 0.06 -0.01 -0.04 -0.060
C -2.86057 2.02708 -0.37673 0.04 -0.14 -0.21 -0.583
O -3.93623 2.94953 -0.21829 -0.14 0.13 0.17 -0.061
P -1.32699 2.76235 0.34856 -0.06 -0.14 -0.10 0.501
O -0.76074 3.83680 -0.63285 0.40 -0.01 -0.26 -0.110
O -1.87624 3.63477 1.56088 0.06 0.09 -0.04 -0.115
O -0.35700 1.74345 0.84084 0.07 0.24 0.12 -0.282
P -3.11983 0.55379 0.68546 0.14 -0.08 0.04 0.348
O -4.54576 -0.07299 0.24680 -0.04 0.09 0.03 -0.129
O -3.26276 1.14534 2.05423 0.01 0.00 0.04 -0.318
O -2.07929 -0.47562 0.31978 -0.12 0.11 -0.06 -0.296
H -2.64725 2.64297 -2.42066 0.01 0.03 0.00 0.087
H -3.75095 1.28678 -2.15564 -0.05 0.00 -0.01 0.081
H -1.98393 1.03591 -2.09476 -0.04 0.00 0.03 0.062
H -4.15907 2.96072 0.72178 -0.04 0.03 -0.01 0.076
H -0.11485 3.45270 -1.32336 -0.40 0.04 0.21 0.061
H -2.31421 2.98840 2.15067 -0.08 -0.08 0.08 0.060
H -4.38289 -0.78649 -0.37793 0.04 -0.08 -0.05 0.067
C 4.93243 1.61224 -5.03768 0.06 0.02 -0.01 -0.053
C 5.54777 0.96291 -3.81167 0.06 0.03 0.03 -0.315
C 6.35067 -0.27499 -4.18862 0.02 0.06 -0.05 -0.150
C 7.09932 -0.79573 -2.97707 0.08 -0.02 -0.01 -0.140
C 6.17250 -0.95333 -1.80468 -0.10 -0.07 0.20 -0.136
C 6.50092 -1.79945 -0.76368 -0.08 0.10 -0.10 0.042
C 5.62948 -1.98353 0.30238 -0.07 0.05 0.00 -0.255
F 6.00796 -2.83362 1.28356 -0.06 0.06 -0.05 0.055
C 4.41877 -1.35205 0.36161 0.16 0.03 -0.18 0.088
C 4.07067 -0.48126 -0.68183 -0.06 -0.12 0.19 -0.030
C 2.74452 0.14658 -0.63899 -0.37 0.07 0.47 -0.263
O 2.02117 0.02432 0.36923 0.35 -0.08 -0.64 0.015
C 2.39013 0.90955 -1.80072 -0.03 -0.11 0.08 -0.013
C 3.31211 1.13196 -2.76741 0.08 -0.06 0.10 0.038
N 4.55305 0.58055 -2.79624 -0.18 0.03 0.06 0.018
C 4.93579 -0.27460 -1.76355 0.09 -0.07 0.04 -0.071
C 1.00505 1.48777 -1.93065 -0.08 -0.04 0.07 -0.564
O 0.89207 2.65768 -2.35800 0.10 0.13 -0.04 0.003
O 0.05778 0.73263 -1.60393 0.03 0.02 -0.05 -0.045
H 5.72890 1.79079 -5.75892 0.02 0.00 -0.02 0.083
H 4.46774 2.57125 -4.82398 -0.02 0.05 0.02 0.081
H 4.19288 0.96210 -5.50220 -0.06 -0.07 -0.02 0.097
H 6.22954 1.68345 -3.33766 -0.01 -0.03 -0.06 0.159
H 7.04582 -0.01922 -4.99008 0.00 0.00 0.01 0.118
H 5.66441 -1.03402 -4.57274 -0.02 -0.01 -0.01 0.136
H 7.90527 -0.10012 -2.72116 0.00 0.01 -0.01 0.124
H 7.56924 -1.75569 -3.19449 0.03 -0.01 -0.01 0.119
H 7.43190 -2.34996 -0.77818 0.06 -0.02 -0.02 0.127
H 3.71644 -1.51375 1.16525 -0.05 0.00 0.05 0.139
H 3.05475 1.79301 -3.57728 -0.03 0.03 -0.05 0.126
```
Positions in Å, forces in eV/Å.

E_tot ... -4151.654626 Eh
Total charge ... -1
Kohn-Sham gap (alpha / beta) ... 6.614 / 6.595 eV
ΔE to the lowest compared entry with this formula, charge and spin ... 0.00 kcal per mole

# 3
The following is a quantum chemistry calculation of the molecule C27H24N4O4, from the OMol25 dataset.

The geometry in XYZ format:
```
59
Properties=species:S:1:pos:R:3:forces:R:3:lowdin_charge:R:1
C 5.64554 0.73787 3.31655 0.06 0.06 0.19 -0.088
O 5.20185 0.32393 2.04689 -0.11 -0.09 -0.27 -0.080
C 3.86583 0.26528 1.80879 -0.16 -0.03 -0.10 -0.270
C 3.49195 -0.15385 0.52954 0.17 0.07 0.20 0.026
C 2.16465 -0.26129 0.18281 -0.03 -0.04 0.20 0.015
C 1.17747 0.05584 1.11179 0.55 0.04 0.36 -0.237
N -0.19164 -0.04630 0.76156 -0.04 0.12 -0.16 0.068
C -1.08020 -0.75041 1.49272 -0.10 -0.12 -0.02 -0.385
O -2.26973 -0.80674 1.22386 -0.14 0.02 0.24 0.073
C -0.48570 -1.55323 2.61095 0.02 -0.67 0.38 -0.198
C 0.33029 -2.65193 2.32715 -0.21 0.26 0.03 -0.064
N 0.82818 -3.40659 3.28813 0.17 -0.31 -0.06 0.091
C 0.51004 -3.09276 4.53584 -0.08 0.13 0.07 -0.119
C -0.32281 -2.01970 4.81979 0.16 -0.11 0.03 -0.108
N -0.81420 -1.25180 3.86037 -0.28 0.30 -0.34 0.144
C -0.68028 0.66193 -0.43133 -0.20 0.10 -0.09 -0.116
C -0.75492 -0.36841 -1.57554 -0.33 0.27 0.34 -0.422
O 0.15382 -0.60916 -2.34700 0.41 -0.05 -0.29 0.044
N -1.92622 -1.02261 -1.58984 -0.38 -0.23 -0.02 0.094
C -2.22285 -2.07227 -2.54399 0.14 -0.03 -0.12 -0.115
C -3.36134 -1.66833 -3.44422 -0.04 -0.10 0.02 -0.213
C -4.55007 -2.38273 -3.46758 0.14 0.01 0.01 -0.047
C -5.58883 -1.98670 -4.29308 -0.13 0.01 -0.07 -0.088
C -5.44964 -0.86822 -5.09593 -0.12 -0.04 -0.02 -0.095
C -4.26727 -0.14653 -5.07293 0.07 0.07 -0.02 -0.082
C -3.22876 -0.54505 -4.25211 -0.03 -0.04 -0.01 -0.036
C 0.14343 1.90668 -0.65617 -0.20 0.03 -0.14 -0.179
C 0.96440 2.11392 -1.75589 -0.07 0.04 -0.02 -0.014
C 1.70540 3.27349 -1.87225 0.13 0.39 0.13 0.004
C 1.64427 4.24880 -0.88377 -0.17 -0.29 0.04 -0.319
O 2.39436 5.37276 -1.03289 0.12 0.18 -0.02 0.056
C 0.82174 4.04947 0.21924 0.06 0.11 0.01 -0.014
C 0.07883 2.89132 0.32464 0.01 -0.05 -0.20 -0.028
C 1.54206 0.49740 2.37501 -0.06 0.02 -0.35 -0.009
C 2.87635 0.59222 2.72985 0.35 0.01 0.13 -0.002
H 5.32859 1.76179 3.53925 0.00 -0.04 0.00 0.095
H 6.73280 0.69965 3.27474 -0.08 0.02 0.05 0.093
H 5.29052 0.06666 4.10521 0.00 0.03 -0.03 0.096
H 4.26948 -0.39509 -0.17688 0.10 -0.03 -0.11 0.123
H 1.88745 -0.58540 -0.80757 -0.05 -0.04 -0.13 0.112
H 0.58853 -2.92408 1.31299 0.00 0.08 -0.15 0.127
H 0.93263 -3.71745 5.31013 -0.03 0.01 0.15 0.103
H -0.60384 -1.75661 5.83007 0.05 -0.08 0.12 0.105
H -1.70988 0.96440 -0.19256 0.25 -0.09 -0.07 0.157
H -2.59464 -0.86432 -0.84649 0.20 0.12 0.01 0.128
H -2.46623 -2.99493 -2.00825 0.05 0.05 -0.09 0.126
H -1.31157 -2.22595 -3.13082 -0.15 -0.07 0.14 0.128
H -4.66337 -3.25543 -2.84018 0.00 -0.09 0.08 0.108
H -6.50942 -2.55154 -4.30672 -0.08 -0.04 0.00 0.101
H -6.26056 -0.55879 -5.73862 -0.06 0.02 -0.05 0.100
H -4.15434 0.72653 -5.69872 0.01 0.07 -0.05 0.102
H -2.30327 0.01208 -4.23341 0.11 0.08 0.00 0.115
H 1.03103 1.36490 -2.52714 0.01 -0.06 -0.01 0.106
H 2.34384 3.43953 -2.72487 0.08 0.01 -0.12 0.118
H 2.25307 5.96360 -0.28328 0.00 -0.11 -0.09 0.106
H 0.76247 4.80476 0.99222 -0.01 0.07 0.06 0.113
H -0.56038 2.74826 1.18426 -0.07 -0.03 0.12 0.125
H 0.78023 0.77418 3.08865 -0.06 0.04 0.04 0.121
H 3.12684 0.93229 3.72208 0.06 0.03 0.08 0.104
```
Positions in Å, forces in eV/Å.

E_tot ... -1563.292906 Eh
Total charge ... 0
Structure (SMILES) ... COc1ccc(N(C(=O)c2cnccn2)[C@H](C(=O)NCc2ccccc2)c2ccc(O)cc2)cc1
Kohn-Sham gap ... 8.664 eV